{"formula": "C35H32BrCl2F6N2O7P3Sr", "method": "the ωB97M-V functional and the def2-TZVPD basis", "total_charge": -2, "gap_ev": 5.95, "largest_force_ev_per_a": 4.3, "spin_multiplicity": 1, "homo_ev": -2.201, "lumo_energy_ha": 0.13774, "e_above_lowest_kj_mol": 187.9, "elements": ["Sr", "F", "C", "C", "F", "C", "F", "C", "P", "C", "C", "C", "C", "C", "C", "C", "C", "C", "C", "C", "C", "C", "Br", "C", "F", "H", "H", "H", "H", "H", "H", "H", "H", "H", "H", "C", "C", "C", "C", "C", "C", "C", "C", "C", "C", "N", "C", "C", "C", "C", "C", "N", "H", "H", "H", "H", "H", "H", "H", "H", "H", "H", "H", "H", "H", "H", "H", "H", "H", "O", "P", "O", "O", "O", "P", "O", "O", "O", "H", "H", "F", "C", "F", "H", "Cl", "C", "Cl", "H", "H"], "xyz": [[2.1376, 2.0345, -0.5153], [-5.8168, 2.9653, -6.3536], [-4.8093, 2.4917, -5.6059], [-4.1808, 1.3121, -5.9519], [-4.5892, 0.6316, -7.0305], [-3.1471, 0.8260, -5.1597], [-2.6430, -0.3544, -5.5334], [-2.6959, 1.4983, -4.0324], [-1.2010, 1.0769, -3.0466], [-2.0829, 0.4894, -1.5563], [-3.2886, -0.2153, -1.6022], [-3.9594, -0.5585, -0.4417], [-3.4458, -0.1812, 0.7963], [-2.2527, 0.5174, 0.8585], [-1.5707, 0.8417, -0.3079], [-0.5512, -0.4330, -3.8233], [0.3811, -0.2233, -4.8364], [1.0178, -1.2967, -5.4367], [0.7468, -2.5869, -5.0088], [-0.1565, -2.7968, -3.9802], [-0.8052, -1.7247, -3.3923], [-3.3521, 2.6890, -3.7047], [-2.8278, 3.6986, -2.2096], [-4.3942, 3.1726, -4.4700], [-5.0348, 4.3065, -4.1588], [-3.7078, -0.4980, -2.5631], [-4.8868, -1.1119, -0.5052], [-3.9736, -0.4341, 1.7065], [-1.8267, 0.8367, 1.7979], [-0.6069, 1.3554, -0.1683], [0.6436, 0.7880, -5.1251], [1.7590, -1.1193, -6.2052], [1.2733, -3.4248, -5.4477], [-0.3334, -3.7961, -3.6049], [-1.4790, -1.8995, -2.5627], [4.2236, -1.5728, 3.0176], [3.0825, -2.0318, 2.1166], [1.8782, -2.4557, 2.9135], [1.7950, -3.7510, 3.3982], [0.7112, -4.1718, 4.1552], [-0.2962, -3.2682, 4.4322], [-0.2512, -1.9534, 3.9706], [-1.4316, -1.0665, 4.2919], [-1.4895, -0.6342, 5.7542], [0.8453, -1.5373, 3.2020], [0.9088, -0.2622, 2.6043], [0.8879, 0.7520, 3.3958], [0.8386, 2.1324, 3.0358], [0.5982, 3.1462, 3.9749], [0.4849, 4.3323, 3.2502], [0.6715, 3.9707, 1.9109], [0.8843, 2.6501, 1.7645], [5.1150, -1.3431, 2.4276], [4.5034, -2.3460, 3.7375], [3.9333, -0.6880, 3.5874], [3.4121, -2.8665, 1.4921], [2.7999, -1.2266, 1.4406], [2.5940, -4.4423, 3.1537], [0.6488, -5.1934, 4.5058], [-1.1626, -3.5846, 5.0034], [-2.3466, -1.6179, 4.0504], [-1.4200, -0.1873, 3.6505], [-1.4803, -1.5005, 6.4186], [-2.3952, -0.0596, 5.9574], [-0.6350, -0.0108, 6.0167], [0.8850, 0.5915, 4.4835], [0.5128, 3.0040, 5.0419], [0.3011, 5.3253, 3.6265], [0.6861, 4.6213, 1.0484], [3.4168, 0.7050, -2.8118], [2.6250, -0.3970, -1.8930], [2.8613, -1.7851, -2.2901], [1.2660, 0.1814, -1.6463], [3.3923, -0.0452, -0.3612], [4.7431, 0.8670, -0.0477], [4.5037, 1.1764, 1.5239], [5.9891, 0.1348, -0.3223], [4.4068, 2.1855, -0.7243], [3.8831, 1.3750, -2.2398], [4.8628, 0.4201, 2.0052], [1.3088, 4.3558, -2.9170], [1.0025, 4.3526, -1.5169], [1.7209, 5.5033, -1.0577], [-0.0305, 4.7496, -1.5354], [0.5563, -2.8326, -0.3617], [-0.9423, -2.9669, 0.5311], [-1.8557, -4.4791, 0.1511], [-1.5977, -2.1398, 0.2680], [-0.7454, -2.9924, 1.5967]], "lowdin_charge": [1.49, 0.10, -0.14, -0.14, 0.11, -0.21, 0.10, -0.32, 1.12, -0.39, -0.10, -0.09, -0.10, -0.07, -0.09, -0.40, -0.11, -0.09, -0.09, -0.09, -0.11, -0.59, 0.89, -0.27, 0.06, 0.11, 0.10, 0.10, 0.09, 0.08, 0.11, 0.10, 0.10, 0.10, 0.09, -0.09, -0.21, -0.19, -0.06, -0.10, -0.08, -0.19, -0.21, -0.10, -0.20, 0.12, -0.13, -0.36, -0.10, -0.13, -0.21, -0.04, 0.07, 0.07, 0.08, 0.12, 0.07, 0.11, 0.09, 0.11, 0.11, 0.08, 0.06, 0.07, 0.06, 0.12, 0.08, 0.07, 0.07, -0.18, 0.20, -0.28, -0.50, -0.46, 0.16, -0.13, -0.28, -0.49, 0.02, 0.02, -0.20, -0.39, -0.19, -0.01, 0.66, -0.97, 0.44, 0.00, 0.00]}